{
  "formula": "C22H41I2N7O5P2S2",
  "method": "ωB97M-V/def2-TZVPD",
  "homo_ev": -8.04,
  "smiles": "O=C(I)CN1C(=O)c2cc(S)c(S)c(I)c2C1=O.CN(C)P(=O)(N(C)C)N(C)C.CN(C)P(=O)(N(C)C)N(C)C",
  "gap_ev": 7.6,
  "elements": ["O", "C", "I", "C", "N", "C", "O", "C", "C", "C", "S", "C", "S", "C", "I", "C", "C", "O", "H", "H", "H", "H", "H", "C", "N", "C", "P", "O", "N", "C", "C", "N", "C", "C", "H", "H", "H", "H", "H", "H", "H", "H", "H", "H", "H", "H", "H", "H", "H", "H", "H", "H", "C", "N", "C", "P", "O", "N", "C", "C", "N", "C", "C", "H", "H", "H", "H", "H", "H", "H", "H", "H", "H", "H", "H", "H", "H", "H", "H", "H", "H"],
  "positions_angstrom": [[-1.012538, -0.299700, -0.679050], [-0.628590, -1.128392, -1.422162], [-1.156169, -3.200709, -1.057950], [0.201565, -0.905245, -2.674823], [0.739042, 0.424021, -2.775183], [1.973511, 0.751747, -2.191842], [3.040503, 0.278103, -2.426612], [1.615659, 1.893427, -1.258551], [2.331806, 2.423712, -0.219552], [1.728339, 3.457766, 0.501314], [2.527288, 4.229468, 1.872883], [0.461049, 3.936976, 0.165440], [-0.285375, 5.236776, 1.127353], [-0.240685, 3.405710, -0.936384], [-2.116085, 4.101516, -1.543377], [0.362952, 2.375037, -1.626272], [-0.110646, 1.556810, -2.814487], [-0.935927, 1.793837, -3.635095], [1.011406, -1.636430, -2.660869], [-0.407394, -1.167945, -3.542732], [3.315150, 2.046109, 0.020820], [3.731412, 3.627935, 1.900653], [-0.951159, 4.531199, 2.066661], [-1.022030, 2.242091, 7.286682], [-1.318726, 2.850420, 6.010102], [-0.395653, 2.403331, 4.968338], [-2.095200, 4.376700, 5.711339], [-2.883623, 3.919011, 4.508583], [-3.467095, 4.691810, 6.754339], [-3.824602, 3.817044, 7.862648], [-4.714088, 4.953762, 6.028177], [-1.066143, 5.272947, 6.732167], [0.306966, 5.432889, 6.250127], [-1.212444, 5.592201, 8.135035], [-0.124124, 2.654219, 7.776245], [-0.847417, 1.173452, 7.147094], [-1.854243, 2.299765, 7.981300], [0.510518, 3.020856, 4.910141], [-0.881900, 2.431521, 3.990653], [-0.080558, 1.372797, 5.134825], [-4.071835, 2.800007, 7.529061], [-4.693683, 4.225639, 8.383293], [-3.056256, 3.759679, 8.631423], [-5.177016, 4.034995, 5.652081], [-4.546487, 5.620986, 5.186637], [-5.428149, 5.446773, 6.692271], [0.957732, 4.617881, 6.588439], [0.738706, 6.373565, 6.595246], [0.333853, 5.464627, 5.158963], [-1.086640, 4.714441, 8.774639], [-2.164563, 6.073847, 8.347911], [-0.445851, 6.309394, 8.438223], [0.951645, -3.467264, -6.711268], [1.481392, -3.934952, -5.449630], [2.452630, -2.998637, -4.885887], [1.628663, -5.572125, -4.899692], [1.310784, -5.348847, -3.448510], [0.227042, -6.556678, -5.278151], [-0.872678, -6.070694, -6.099802], [-0.390238, -7.182937, -4.104741], [2.460519, -6.185186, -6.247790], [3.841219, -5.721342, -6.395816], [1.935684, -6.793618, -7.450739], [1.662007, -3.555855, -7.549082], [0.689019, -2.410524, -6.626300], [0.026275, -3.962727, -6.985899], [3.474701, -3.183416, -5.240447], [2.461743, -3.068788, -3.795687], [2.201214, -1.966779, -5.136539], [-1.371992, -5.197886, -5.656562], [-1.615361, -6.862602, -6.220698], [-0.574060, -5.827994, -7.118400], [-1.006731, -6.479142, -3.533769], [0.361825, -7.596775, -3.438356], [-1.027761, -8.010881, -4.424329], [3.903801, -4.799827, -6.986963], [4.460644, -6.475804, -6.882878], [4.293507, -5.535765, -5.419700], [1.423297, -6.070817, -8.091967], [1.274969, -7.629269, -7.231453], [2.751675, -7.211251, -8.045113]],
  "forces_ev_per_angstrom": [[0.097, 0.456, 0.109], [-0.301, -0.262, 0.037], [0.156, 0.091, -0.240], [0.353, -0.609, -0.699], [-0.074, -0.908, -0.995], [-0.765, 1.187, 1.107], [0.210, -0.661, 0.133], [0.226, 0.064, -0.455], [0.006, 0.066, -0.153], [0.633, -0.050, 0.254], [-0.120, 0.396, 0.484], [-0.927, -0.073, 0.101], [0.144, 0.422, 0.143], [0.282, 0.017, -0.106], [0.216, -0.074, 0.151], [-0.171, 0.073, -0.581], [0.610, 0.549, 1.612], [-0.510, -0.355, -0.198], [0.070, 0.065, -0.049], [-0.135, 0.025, 0.059], [0.024, 0.026, 0.069], [-0.250, -0.313, -0.477], [0.133, -0.248, -0.247], [0.351, 0.503, 0.392], [0.136, -0.452, -0.629], [-0.298, 0.148, -0.437], [-3.018, -4.241, 4.827], [2.181, 2.796, -1.737], [-0.302, -0.016, 0.075], [0.343, -0.033, 0.338], [0.062, 0.184, -0.307], [1.069, 1.208, -2.368], [0.091, -0.279, -0.060], [-0.572, 0.555, 0.293], [-0.020, -0.042, 0.074], [0.061, 0.031, -0.187], [0.029, 0.184, -0.027], [0.089, -0.127, 0.003], [-0.027, 0.073, 0.038], [-0.098, -0.012, 0.142], [-0.025, -0.003, 0.045], [-0.090, 0.034, -0.184], [0.147, -0.039, -0.125], [0.005, 0.019, -0.066], [0.009, -0.072, -0.039], [0.124, -0.033, 0.154], [0.022, 0.027, 0.005], [-0.114, 0.034, 0.033], [0.021, -0.098, -0.006], [-0.080, -0.061, -0.042], [-0.105, -0.236, -0.048], [0.102, -0.026, -0.270], [0.307, -0.349, -0.538], [0.136, 0.447, 0.608], [-0.003, -0.161, 0.504], [-6.041, 1.229, -2.693], [3.517, -0.999, 0.316], [-0.361, 0.027, 0.033], [0.134, 0.070, -0.445], [0.250, -0.092, 0.244], [2.296, -0.079, 1.684], [-0.012, 0.297, 0.006], [-0.375, -0.678, -0.066], [-0.058, 0.012, -0.042], [0.148, 0.024, 0.141], [0.129, -0.133, 0.011], [0.013, 0.152, -0.033], [0.051, -0.132, -0.041], [-0.125, -0.057, -0.100], [-0.046, -0.015, -0.035], [0.008, -0.034, 0.201], [0.156, 0.090, 0.050], [0.035, -0.006, 0.057], [-0.008, 0.075, 0.031], [0.018, 0.062, -0.192], [0.031, -0.016, -0.013], [-0.092, -0.076, 0.014], [-0.034, 0.089, 0.000], [-0.081, 0.023, 0.063], [-0.168, 0.191, 0.090], [0.182, 0.126, 0.198]],
  "lowdin_charge": [0.052, -0.796, 0.819, -0.153, 0.030, -0.341, 0.165, -0.073, -0.016, -0.602, 0.788, -0.660, 0.703, -0.635, 0.988, -0.156, -0.377, 0.123, 0.105, 0.138, 0.122, -0.123, -0.114, -0.132, -0.305, -0.135, 0.726, -0.297, -0.315, -0.154, -0.155, -0.318, -0.126, -0.118, 0.078, 0.083, 0.048, 0.058, 0.068, 0.079, 0.092, 0.083, 0.049, 0.082, 0.071, 0.079, 0.079, 0.081, 0.074, 0.072, 0.083, 0.083, -0.127, -0.299, -0.137, 0.710, -0.315, -0.312, -0.154, -0.151, -0.319, -0.129, -0.116, 0.080, 0.082, 0.047, 0.067, 0.066, 0.078, 0.090, 0.083, 0.051, 0.076, 0.071, 0.079, 0.079, 0.080, 0.079, 0.074, 0.083, 0.082]
}